Entry 1:
Below is a cluster of 2 separate species, C3H5NO in total in a non-equilibrium geometry, with properties calculated with wB97M-V/def2-TZVPD.

Geometry (Å):
N 1.015313 -0.579142 2.640926
C 0.502965 -1.442466 2.008521
O 0.291487 -2.342806 1.332838
H 0.913949 -0.225717 3.627502
C -1.042416 0.928635 -1.853322
C 0.107752 0.636930 -1.291219
H -1.350715 1.993054 -1.979147
H -1.727649 0.149186 -2.346500
H 0.817687 1.311456 -0.828536
H 0.471628 -0.429130 -1.311065

Cartesian forces, eV/Å:
0.318 2.691 2.912
1.045 -0.369 0.695
-1.296 -1.494 -1.556
-0.070 -0.815 -2.078
-1.550 0.441 -1.323
1.086 -2.172 0.057
0.033 -0.974 0.309
1.265 1.233 0.912
-0.319 0.353 -0.147
-0.511 1.105 0.220

- charge = 0
- maximum force (Eh/bohr) = 0.0773
- frontier orbital gap (eV) = 10.96
- energy relative to the best compared isomer or geometry (same formula, charge and spin) (kcal per mole) = 28.84
- HOMO (eV) = -10.2
- SMILES string = N=C=O.C=C
- lowest unoccupied orbital energy (Eh) = 0.0280



Entry 2:
Below is a cluster of 2 separate species, C3H9NO2 in total in a non-equilibrium geometry, with properties calculated with wB97M-V/def2-TZVPD.

Geometry (Å):
C -1.830032 -0.188779 0.350066
C -2.143658 -1.704362 0.345829
O -2.262107 -2.487886 -0.593560
H -1.102408 -0.185142 1.243149
H -2.634786 0.543141 0.502664
H -1.073127 -0.194420 -0.454362
H -2.413230 -2.084442 1.356609
N 1.149868 1.534095 0.812125
C 2.186543 1.768812 -0.201578
O 2.505731 0.582006 -0.826863
H 1.171922 0.502080 0.933627
H 0.324821 2.123430 0.844738
H 1.711183 2.402047 -0.908601
H 3.026056 2.168447 0.318536
H 1.714387 -0.020793 -1.123754

Cartesian forces, eV/Å:
3.028 -2.645 0.970
-2.431 -0.844 -0.437
0.896 2.024 1.342
-1.327 0.558 -0.785
0.363 -0.439 -0.581
-0.970 1.403 -0.406
0.335 -0.094 -0.090
1.098 -1.266 0.266
-2.872 -0.263 0.751
-0.511 -2.940 -1.112
-1.070 1.451 0.502
0.161 -0.889 -0.252
0.254 1.378 -0.768
1.106 0.189 -0.358
1.941 2.378 0.958

- charge = 0
- maximum force (Eh/bohr) = 0.0804
- frontier orbital gap (eV) = 9.76
- energy relative to the best compared isomer or geometry (same formula, charge and spin) (kcal per mole) = 72.87
- HOMO (eV) = -9.2
- SMILES string = CC=O.NCO
- lowest unoccupied orbital energy (Eh) = 0.0223



Entry 3:
Below is the molecule C2H4ClNS in a non-equilibrium geometry, with properties calculated with wB97M-V/def2-TZVPD.

Geometry (Å):
N -0.239124 1.310116 -0.025553
C -0.729532 0.102112 -0.036699
S -2.297188 -0.466339 0.006141
C 0.449966 -0.903324 -0.018516
Cl 2.106656 -0.261770 0.009096
H -0.881679 2.082062 0.113318
H 0.757981 1.184967 -0.081990
H 0.363433 -1.421015 0.897591
H 0.469488 -1.626808 -0.863388

Cartesian forces, eV/Å:
-1.297 0.061 0.032
-0.153 -1.896 -0.164
0.966 0.487 -0.024
-0.687 -1.062 -1.248
0.619 0.259 -0.057
0.783 0.187 -0.193
0.545 2.161 0.148
-0.222 -0.813 0.846
-0.554 0.616 0.660

- charge = 0
- maximum force (Eh/bohr) = 0.0434
- frontier orbital gap (eV) = 9.37
- energy relative to the best compared isomer or geometry (same formula, charge and spin) (kcal per mole) = 7.06
- HOMO (eV) = -8.6
- SMILES string = NC(=S)CCl
- lowest unoccupied orbital energy (Eh) = 0.0278



Entry 4:
Below is the ion C2H2N3O2S with charge -1 in a non-equilibrium geometry, with properties calculated with wB97M-V/def2-TZVPD.

Geometry (Å):
C -0.292606 -0.771761 -0.046652
C -2.231409 -0.036111 -0.379078
N -1.426116 -1.119547 -0.577848
N -1.667236 0.981091 0.227028
N -0.350500 0.488080 0.509448
O -4.580633 -1.251291 -0.058978
O -4.163959 0.969406 0.920583
S -4.145204 0.117232 -0.316233
H 0.618534 -1.357178 0.131745
H 0.217863 1.010209 1.140765

Cartesian forces, eV/Å:
1.086 1.002 1.696
-0.457 0.771 0.818
0.353 -0.420 -0.319
2.345 -0.760 0.729
-2.740 -0.559 -2.072
-0.083 -1.358 0.096
-0.426 -0.421 -0.774
0.091 1.779 0.269
-0.576 -0.005 -0.468
0.408 -0.027 0.025

- charge = -1
- maximum force (Eh/bohr) = 0.0677
- frontier orbital gap (eV) = 6.89
- energy relative to the best compared isomer or geometry (same formula, charge and spin) (kcal per mole) = 36.19
- HOMO (eV) = -3.3
- lowest unoccupied orbital energy (Eh) = 0.1329



Entry 5:
Below is the molecule C18H29N3O6S, with properties calculated with wB97M-V/def2-TZVPD.

Geometry (Å):
C 4.913509 -0.226061 -3.941004
C 5.184031 -0.684575 -2.514578
O 4.040872 -1.321071 -1.941000
C 3.111884 -0.522701 -1.406366
O 3.181916 0.687845 -1.429587
C 1.994918 -1.261204 -0.820932
C 1.283968 -0.834478 0.334848
S 1.818746 0.495200 1.389778
O 0.985180 0.489761 2.562118
O 3.228596 0.330934 1.575731
N 1.630428 1.937444 0.591763
C 0.326284 2.485219 0.263206
C -0.518426 1.517546 -0.577259
C -1.932869 2.055586 -0.783370
N -2.538463 2.310714 0.507546
C -3.137179 1.263152 1.132653
O -3.413639 0.215402 0.587976
O -3.438213 1.541894 2.416563
C -4.160410 0.539849 3.125896
C -5.650905 0.595944 2.820994
C -1.835982 3.333944 1.255365
C -0.407085 2.875053 1.551868
C 0.271197 -1.735288 0.552545
C -0.775533 -1.755058 1.603412
N 0.323340 -2.669362 -0.446864
C -0.610754 -3.754817 -0.572618
C 1.375077 -2.411656 -1.274425
C 1.687492 -3.250860 -2.460549
H 4.602198 -1.066366 -4.557729
H 5.817201 0.205615 -4.361362
H 4.129162 0.526708 -3.945624
H 5.462264 0.168442 -1.888045
H 5.970867 -1.441009 -2.485729
H 2.276028 1.908331 -0.189236
H 0.510391 3.394692 -0.325354
H -0.598739 0.573973 -0.040840
H -0.029091 1.333150 -1.535348
H -2.547315 1.324189 -1.310606
H -1.922364 2.993626 -1.344756
H -3.965040 0.749461 4.179501
H -3.758700 -0.444485 2.864027
H -6.175464 -0.138831 3.425180
H -6.043196 1.585556 3.042477
H -5.819550 0.375871 1.769830
H -2.374013 3.531911 2.181075
H -1.830617 4.242072 0.644308
H 0.148319 3.667687 2.052777
H -0.429339 2.012183 2.215837
H -0.872979 -2.747310 2.040875
H -0.497260 -1.045975 2.378515
H -1.742722 -1.462313 1.187608
H -1.623960 -3.386492 -0.410676
H -0.399287 -4.534504 0.163392
H -0.546469 -4.185601 -1.568469
H 2.588870 -2.875417 -2.932864
H 1.859770 -4.285712 -2.166291
H 0.873058 -3.227805 -3.186183

Cartesian forces, eV/Å:
-0.101 -0.146 0.374
0.342 0.414 -0.290
-0.102 -0.225 0.098
-0.066 0.043 -0.278
0.243 -0.097 -0.107
-0.237 -0.371 -0.020
0.229 0.196 0.381
0.093 -0.117 0.126
-0.126 0.052 -0.273
0.037 0.039 -0.344
0.535 -0.665 0.498
-0.704 -0.150 0.155
-0.200 0.442 -0.031
0.081 -0.418 -0.184
-0.145 0.133 0.014
-0.198 0.201 -0.057
-0.081 -0.371 -0.044
0.195 0.257 -0.104
-0.306 -0.449 0.121
0.414 0.106 -0.060
0.236 0.122 0.384
-0.210 0.246 -0.244
0.017 0.423 0.383
-0.066 -0.049 0.007
0.206 0.384 0.119
-0.256 -0.317 0.074
0.556 0.464 -0.227
-0.062 -0.002 0.028
0.008 -0.057 -0.088
0.097 0.047 -0.082
-0.023 0.064 -0.041
0.022 -0.195 -0.063
-0.100 0.101 0.048
0.108 0.013 -0.115
0.070 -0.115 0.083
-0.108 -0.007 -0.124
0.046 -0.106 -0.017
0.083 0.168 -0.025
-0.039 -0.012 -0.009
0.015 -0.047 -0.121
-0.016 0.153 0.113
-0.090 -0.076 0.070
-0.076 0.067 0.050
-0.054 -0.038 -0.050
0.072 0.111 -0.134
-0.053 0.006 0.062
0.055 0.015 0.066
-0.117 0.155 0.008
-0.030 -0.078 0.083
-0.119 -0.100 0.007
-0.068 0.000 0.018
0.033 -0.052 -0.045
-0.035 0.003 -0.057
-0.008 0.029 0.027
-0.005 -0.045 -0.044
0.023 -0.096 -0.057
-0.014 -0.053 -0.064

- charge = 0
- maximum force (Eh/bohr) = 0.0192
- frontier orbital gap (eV) = 8.99
- energy relative to the best compared isomer or geometry (same formula, charge and spin) (kcal per mole) = 0.00
- HOMO (eV) = -8.4
- SMILES string = CCOC(=O)c1c(S(=O)(=O)NC2CCN(C(=O)OCC)CC2)c(C)n(C)c1C
- lowest unoccupied orbital energy (Eh) = 0.0217



Entry 6:
Below is a structure of composition AlBH24O10 in a non-equilibrium geometry, with properties calculated with wB97M-V/def2-TZVPD.

Geometry (Å):
Al -2.023668 2.011463 -0.693827
B 0.181518 0.114818 0.287219
H 0.322724 1.288487 0.590962
H 0.442849 -0.592638 1.217706
H -0.970280 -0.083419 -0.105135
H 0.862481 -0.018292 -0.714590
O 0.796113 2.864903 -1.501464
H 1.381311 3.011538 -0.754548
H 1.299346 3.169863 -2.266932
O 0.550547 -1.737103 -3.101220
H 1.051438 -2.328514 -3.672355
H 1.184007 -1.482897 -2.415022
O 3.188000 0.176247 0.578444
H 3.550096 0.281056 1.467346
H 2.252236 0.373079 0.643296
O -3.340785 -0.622416 0.101795
H -4.263569 -0.894613 0.029307
H -2.860973 -1.417525 0.401979
O -1.356137 -2.479352 0.434517
H -0.801430 -1.688195 0.406735
H -1.423647 -2.777313 -0.482842
O -0.125278 3.538669 1.216135
H 0.823107 3.403062 1.129663
H -0.203345 4.294502 1.812893
O 0.915706 -1.522853 3.470633
H 0.995479 -2.338740 3.982415
H 0.014835 -1.548865 3.133379
O 2.647448 -1.887749 -1.394208
H 2.751366 -1.427993 -0.550302
H 3.429709 -1.639463 -1.903514
O -1.794788 -0.322360 -2.456746
H -1.077679 -0.852930 -2.875684
H -2.380646 -0.116559 -3.198500
O -1.962039 1.204275 2.023546
H -2.247945 1.728128 2.784532
H -1.808115 0.319707 2.374390

Cartesian forces, eV/Å:
1.942 -2.204 1.062
-0.349 0.567 0.455
1.374 0.446 0.296
-0.769 0.328 0.966
-0.392 -1.019 -0.945
-0.529 0.821 -1.299
-0.443 -0.198 -0.091
0.109 0.088 -0.085
-0.116 -0.004 -0.130
-0.509 0.415 -0.012
-0.223 -0.109 -0.119
0.239 -0.319 0.043
0.100 -0.082 -0.245
0.010 -0.188 0.058
0.020 0.323 0.341
-0.279 0.477 0.089
-0.066 0.084 0.022
0.121 -0.073 -0.222
-0.215 0.220 0.025
0.027 -0.654 -0.078
0.149 -0.209 0.010
-0.354 -0.051 -0.114
0.056 0.118 0.156
-0.073 0.054 -0.005
-0.147 0.126 -0.204
0.137 0.028 -0.018
-0.031 -0.198 0.168
-0.295 0.277 0.031
0.444 -0.011 0.257
0.110 -0.009 0.010
-0.181 0.725 -0.037
0.491 0.087 0.128
-0.156 -0.212 -0.005
0.012 0.433 -0.454
0.097 0.076 0.038
-0.313 -0.153 -0.094

- charge = +2
- maximum force (Eh/bohr) = 0.0607
- frontier orbital gap (eV) = 3.53
- energy relative to the best compared isomer or geometry (same formula, charge and spin) (kcal per mole) = 0.00
- HOMO (eV) = -17.1
- lowest unoccupied orbital energy (Eh) = -0.4986



Entry 7:
Below is a cluster of 2 separate species, C3H9N2O2 in total in a non-equilibrium geometry, with properties calculated with wB97M-V/def2-TZVPD.

Geometry (Å):
C -0.584700 -1.838774 -0.444762
C 0.863740 1.535509 -0.526767
C -0.553304 -0.640271 0.388621
N 1.326545 0.360103 0.169829
N -1.125259 -0.100521 1.393216
O 1.492512 0.642330 1.542412
O 0.400434 1.335843 -1.797220
H -0.780286 -1.300949 -1.413355
H 0.445876 -2.336657 -0.417121
H -1.531066 -2.346066 -0.227497
H 0.001294 2.067296 0.089702
H 1.752358 2.268166 -0.289746
H 2.122171 0.045517 2.077300
H -2.074947 -0.464896 1.715763
H -0.686359 0.811888 1.643013
H 1.073404 1.194525 -2.474823

Cartesian forces, eV/Å:
-0.674 1.537 -0.156
0.190 3.589 3.100
4.397 1.009 0.431
-2.648 -3.590 1.758
-1.182 -0.768 -1.431
0.352 0.754 -0.119
-0.025 -0.406 0.239
0.583 -0.882 0.140
-1.802 0.484 -0.141
0.592 -0.941 -0.074
1.369 -0.955 -1.196
-1.295 -0.997 -1.296
-1.091 0.652 -2.177
1.634 1.033 -0.040
-0.678 -0.578 0.639
0.277 0.058 0.324

- charge = +1
- maximum force (Eh/bohr) = 0.0932
- frontier orbital gap (eV) = 9.25
- energy relative to the best compared isomer or geometry (same formula, charge and spin) (kcal per mole) = 156.60
- HOMO (eV) = -13.7
- lowest unoccupied orbital energy (Eh) = -0.1653